(1)
Density functional theory data (ωB97M-V/def2-TZVPD) for a molecular structure, C23H32IIrNO2S2Si2.

Its LUMO energy (alpha / beta) is -1.05 / -1.68 eV. The strongest force on any atom is 0.01096 Eh/bohr. The value obtained for the electronic energy is -78323.8463 eV. The value obtained for the orbital gap (alpha / beta) is 6.301 / 6.553 eV. The value obtained for the energy above the lowest of the compared OMol25 structures with the same formula, charge and spin is 16.0 kcal/mol. The HOMO energy (alpha / beta) is -7.3497 / -8.2313 eV. Its spin multiplicity is 2.

Last column: Mulliken charge in e.
CARTESIAN COORDINATES (ANGSTROEM)
Ir -0.171 -0.996 -0.561  2.3287
C 2.771 0.809 -2.122  -0.9698
Si 1.050 1.540 -2.154  0.4091
C 1.188 3.402 -2.405  -1.2596
C 0.101 0.965 -3.667  -0.9860
C 0.104 1.122 -0.559  0.9652
C -1.355 1.285 -0.842  -1.1940
C -2.192 2.391 -0.786  -0.7188
C -3.526 2.217 -1.120  -0.5169
C -4.008 0.963 -1.476  -1.0587
C -3.138 -0.110 -1.472  -0.2604
N -1.853 0.075 -1.173  0.0633
Si 0.657 1.932 1.066  0.3646
C 1.220 3.714 0.858  -1.2443
C 2.067 1.033 1.905  -0.9747
C -0.803 1.964 2.246  -0.5247
H 3.392 1.279 -2.888  0.4453
H 2.746 -0.266 -2.309  0.1577
H 3.255 0.964 -1.155  0.2724
H 1.425 3.593 -3.455  0.3950
H 1.967 3.861 -1.799  0.3356
H 0.246 3.913 -2.188  0.3084
H 0.698 1.205 -4.551  0.4068
H -0.845 1.507 -3.760  0.2612
H -0.112 -0.102 -3.685  0.2177
H -1.801 3.357 -0.496  0.4929
H -4.200 3.065 -1.101  0.4617
H -5.046 0.812 -1.734  0.4439
H -3.450 -1.124 -1.679  0.4949
H 2.206 3.782 0.395  0.2750
H 1.293 4.162 1.853  0.4029
H 0.531 4.321 0.270  0.3322
H 2.921 0.855 1.250  0.3346
H 1.756 0.074 2.322  0.1344
H 2.406 1.661 2.735  0.4335
H -1.479 2.797 2.043  0.4073
H -0.436 2.083 3.269  0.3478
H -1.389 1.043 2.213  -0.1222
C 3.321 -3.992 -0.273  -1.5564
C 2.139 -3.156 -0.671  0.2785
S 1.806 -1.764 0.242  -0.2852
C 1.364 -3.471 -1.762  0.6921
C 1.623 -4.680 -2.614  -1.5807
S 0.107 -2.439 -2.245  -0.5036
H 3.887 -3.507 0.520  0.4426
H 3.988 -4.165 -1.120  0.3495
H 2.993 -4.967 0.094  0.3275
H 2.523 -4.545 -3.218  0.3258
H 0.788 -4.870 -3.286  0.4822
H 1.770 -5.565 -1.993  0.3453
I -0.826 0.332 6.525  0.0967
C -1.327 -0.560 4.707  -0.1170
C -2.632 -0.472 4.238  -0.3880
C -2.949 -1.032 3.012  -0.6415
C -1.973 -1.669 2.253  0.2488
C -0.675 -1.762 2.744  0.1335
C -0.347 -1.212 3.975  -0.5597
C -2.338 -2.231 0.905  -0.1956
O -3.505 -2.335 0.579  -0.6644
O -1.327 -2.574 0.139  -0.8623
H -3.389 0.034 4.822  0.3853
H -3.957 -0.981 2.622  0.4820
H 0.076 -2.281 2.163  0.7396
H 0.663 -1.285 4.354  0.3628

---

(2)
Density functional theory data (ωB97M-V/def2-TZVPD) for 3 unconnected molecules or ions with the total composition CH8O2S2 in a non-equilibrium geometry.

Its LUMO energy is -0.22 eV. The strongest force on any atom is 0.04669 Eh/bohr. Its structure (SMILES) is CSS.O.O. The value obtained for the electronic energy is -26931.4091 eV. The value obtained for the orbital gap is 8.436 eV. The value obtained for the energy above the lowest of the compared OMol25 structures with the same formula, charge and spin is 25.5 kcal/mol. The HOMO energy is -8.6607 eV.

Last column: Mulliken charge in e.
CARTESIAN COORDINATES (ANGSTROEM)
C 1.295 0.641 -0.923  -0.6803
S 1.180 1.446 0.706  -0.1321
S 1.571 -0.369 1.738  -0.2309
H 1.660 1.276 -1.739  0.3481
H 0.357 0.246 -1.227  0.2747
H 2.009 -0.206 -0.842  0.2667
H 1.268 -1.615 1.047  0.1684
O -1.000 -1.435 -1.030  -0.6598
H -1.053 -1.180 -0.134  0.3063
H -1.758 -0.968 -1.440  0.3154
O -1.917 0.332 1.303  -0.5970
H -1.111 0.780 1.543  0.3054
H -2.501 1.052 0.997  0.3153